Entry 1:
15
Properties=species:S:1:pos:R:3:nbo_charge:R:1 method="wB97M-V/def2-TZVPD" de_lowest_kcal_mol=17.2 homo_ha=-0.347 homo_lumo_gap_ev=10.353 smiles="CC/C=C(/C)Cl" e_tot_ev=-17852.585 e_lumo_ev=0.9
C 0.4507 1.2852 -2.0449 -0.611
C -0.4606 0.2347 -1.3027 -0.435
C 0.1986 -0.4291 -0.0917 -0.235
C -0.3536 -0.5647 1.0811 0.058
C 0.2076 -1.1087 2.3314 -0.664
Cl -1.9040 0.2562 1.5627 -0.094
H 1.4557 0.9055 -2.4034 0.208
H -0.0499 1.7780 -2.8968 0.214
H 0.6800 2.1176 -1.3727 0.208
H -1.4055 0.6734 -0.8349 0.229
H -0.8570 -0.4847 -2.0147 0.216
H 1.0451 -1.1156 -0.1334 0.218
H 1.0967 -1.7335 2.2161 0.223
H -0.5444 -1.5878 2.9747 0.233
H 0.4405 -0.2267 2.9292 0.231


Entry 2:
22
Properties=species:S:1:pos:R:3:nbo_charge:R:1 method="wB97M-V/def2-TZVPD" de_lowest_kcal_mol=5.9 homo_ha=-0.331 homo_lumo_gap_ev=9.717 smiles="[H]/N=C(/N)CC.CCC#N" e_tot_ev=-10903.157 e_lumo_ev=0.7
H -1.8277 1.8390 0.4140 0.334
N -1.7254 1.1177 1.1202 -0.746
C -1.5017 -0.0426 0.6577 0.454
N -1.4735 -1.1021 1.5131 -0.815
C -1.3477 -0.4121 -0.8068 -0.477
C -2.6042 -1.1140 -1.3188 -0.594
H -1.4569 -0.8493 2.4890 0.397
H -0.8995 -1.8907 1.2605 0.396
H -1.1673 0.4929 -1.3993 0.207
H -0.4889 -1.0798 -0.9211 0.214
H -3.4668 -0.4569 -1.2287 0.210
H -2.7979 -2.0116 -0.7375 0.214
H -2.4868 -1.3933 -2.3646 0.207
C 3.4696 1.2558 0.0694 -0.585
C 1.9906 0.8857 -0.0541 -0.525
C 1.7154 -0.3721 0.5849 0.314
N 1.5032 -1.3699 1.1001 -0.363
H 4.0900 0.5106 -0.4198 0.216
H 3.7636 1.3129 1.1171 0.219
H 3.6460 2.2264 -0.3958 0.217
H 1.3631 1.6437 0.4252 0.261
H 1.7026 0.8097 -1.1047 0.245


Entry 3:
110
Properties=species:S:1:pos:R:3:mulliken_charge:R:1 method="wB97M-V/def2-TZVPD" homo_ha=-0.315 homo_lumo_gap_ev=8.976 e_tot_ev=-82837.834 e_lumo_ev=0.4
C 2.8013 0.9227 1.3486 -0.370
C 3.0592 0.5755 0.1006 -0.509
N 2.4758 1.1600 -1.0852 0.396
C 1.2266 0.4706 -1.5322 -1.209
I 0.4081 1.2239 -3.3688 0.200
C 0.1769 0.2680 -0.4274 -0.301
C -0.6705 1.4723 -0.0462 -1.084
I -1.1913 -1.2671 -1.1264 0.188
S 2.7173 2.7887 -1.2444 1.202
O 3.0282 3.0767 -2.5947 -0.582
O 3.5764 3.2569 -0.2211 -0.564
F 1.3116 3.4105 -0.9649 -0.179
H 3.5367 0.6766 2.1060 0.199
H 1.8883 1.4307 1.6337 0.189
H 3.7641 -0.2220 -0.1122 0.303
H 1.5624 -0.5194 -1.8411 0.606
H 0.6234 -0.1839 0.4518 0.503
H -0.9103 2.1121 -0.8933 0.191
H -0.1611 2.0958 0.6945 0.262
H -1.6177 1.1437 0.3696 0.459
C 2.1065 -3.0784 -4.8612 -1.198
C 2.7167 -2.1373 -3.8435 0.316
O 2.2436 -2.4106 -2.5215 -0.486
H 1.0182 -2.9976 -4.8456 0.236
H 2.4642 -2.8468 -5.8652 0.346
H 2.3653 -4.1140 -4.6275 0.298
H 2.4443 -1.1076 -4.0668 0.139
H 3.8067 -2.2120 -3.8562 0.200
H 2.4960 -3.3146 -2.3031 0.112
C 6.9258 -2.0732 2.7921 -1.261
C 5.8904 -1.1182 2.2306 0.309
O 5.0023 -0.6373 3.2391 -0.553
H 6.4383 -2.9207 3.2747 0.295
H 7.5811 -2.4469 2.0043 0.322
H 7.5429 -1.5751 3.5433 0.426
H 5.2649 -1.6219 1.4937 -0.134
H 6.3796 -0.2704 1.7396 0.301
H 5.5267 -0.1752 3.9008 0.289
C -5.1607 3.6926 1.6392 -0.713
C -3.7564 3.1539 1.4669 -0.104
O -3.6830 2.2152 0.3907 -0.439
H -5.8551 2.8753 1.8263 -0.036
H -5.2206 4.3921 2.4738 0.147
H -5.5009 4.2108 0.7381 0.430
H -3.4438 2.6264 2.3641 0.186
H -3.0486 3.9707 1.2861 0.321
H -3.9466 2.6692 -0.4158 0.247
C -4.2650 4.8340 6.6552 -1.193
C -3.7928 4.8040 5.2142 0.179
O -3.5448 3.4718 4.7653 -0.473
H -3.5232 4.3683 7.3047 0.277
H -4.4318 5.8584 6.9906 0.351
H -5.1987 4.2775 6.7688 0.377
H -2.8560 5.3470 5.1092 0.059
H -4.5356 5.2773 4.5616 0.149
H -4.3681 2.9767 4.8388 0.282
C 5.5180 -4.5882 0.0296 -1.151
C 4.1699 -4.4645 -0.6535 0.050
O 4.2758 -4.6082 -2.0738 -0.480
H 6.2084 -3.8378 -0.3573 0.266
H 5.4225 -4.4555 1.1081 0.260
H 5.9587 -5.5703 -0.1571 0.453
H 3.7418 -3.4778 -0.4801 0.125
H 3.4751 -5.2143 -0.2614 0.272
H 4.6406 -5.4800 -2.2544 0.263
C -7.3406 -1.0309 1.6316 -1.203
C -6.9382 0.4081 1.8940 -0.030
O -6.3667 0.5707 3.1923 -0.500
H -8.0582 -1.3675 2.3804 0.296
H -7.7895 -1.1384 0.6430 0.346
H -6.4717 -1.6907 1.6878 0.322
H -7.8071 1.0643 1.8550 0.327
H -6.2175 0.7460 1.1418 0.117
H -5.5869 0.0085 3.2382 0.307
C 7.0191 -1.2561 -6.2661 -1.019
C 5.7134 -0.7935 -6.8863 -0.278
O 4.7271 -0.5069 -5.9012 -0.412
H 6.8535 -2.1432 -5.6538 0.237
H 7.7571 -1.4923 -7.0341 0.357
H 7.4343 -0.4802 -5.6187 0.327
H 5.2921 -1.5741 -7.5185 0.285
H 5.8817 0.0931 -7.5071 0.255
H 5.0664 0.1925 -5.3335 0.251
C -4.3416 -1.6749 -4.6816 -1.027
C -3.9225 -2.9553 -3.9851 -0.219
O -3.9120 -2.8091 -2.5676 -0.311
H -3.6714 -0.8604 -4.4050 0.222
H -4.3227 -1.7936 -5.7658 0.353
H -5.3534 -1.3874 -4.3853 0.327
H -2.9069 -3.2295 -4.2674 0.265
H -4.5891 -3.7787 -4.2653 0.254
H -4.7991 -2.5742 -2.2785 0.190
C -2.5313 -5.2839 -0.2626 -0.692
C -3.4707 -6.3395 0.2864 -0.324
O -4.8344 -5.9298 0.2056 -0.509
H -2.6569 -4.3452 0.2776 0.199
H -1.4903 -5.6004 -0.1775 0.326
H -2.7468 -5.0814 -1.3139 0.173
H -3.2727 -6.5272 1.3408 0.289
H -3.3419 -7.2832 -0.2557 0.255
H -5.0342 -5.7681 -0.7214 0.291
C 0.8738 7.9567 4.2298 -1.093
C -0.1443 6.9672 4.7633 -0.173
O -1.4769 7.4679 4.6728 -0.510
H 0.8077 8.8990 4.7743 0.274
H 1.8875 7.5660 4.3259 0.340
H 0.6884 8.1705 3.1746 0.334
H 0.0312 6.7669 5.8192 0.287
H -0.0720 6.0186 4.2202 0.240
H -1.6638 7.6404 3.7448 0.290


Entry 4:
53
Properties=species:S:1:pos:R:3:nbo_charge:R:1 method="wB97M-V/def2-TZVPD" homo_ha=-0.490 homo_lumo_gap_ev=7.517 e_tot_ev=-115285.390 e_lumo_ev=-5.8 charge=+2
Pt -0.7133 -0.4655 0.6568 0.841
C 0.6523 -2.5200 2.0188 -0.241
C -0.3586 -1.8529 2.9677 -0.247
N -0.4119 -0.3877 2.6658 -0.578
C -1.5305 0.4567 3.2441 -0.261
C -2.7258 0.5520 2.3042 0.220
C -4.0423 0.7158 2.6812 -0.217
C -5.0223 0.6614 1.6922 -0.100
C -4.6925 0.3525 0.3768 -0.218
C -3.3582 0.1844 0.0527 0.226
C -2.8296 -0.3300 -1.2852 -0.262
N -1.4164 -0.8619 -1.1969 -0.608
C -1.1004 -2.3139 -1.4277 -0.241
C -0.5764 -3.0282 -0.1615 -0.246
N 0.4176 -2.1625 0.5753 -0.602
N -2.4324 0.4044 0.9993 -0.453
H 0.6476 -3.6013 2.1618 0.241
H 1.6539 -2.1599 2.2579 0.231
H -0.0566 -2.0339 4.0015 0.240
H -1.3624 -2.2547 2.8329 0.222
H 0.4702 0.0366 2.9420 0.421
H -1.1097 1.4530 3.3874 0.259
H -1.8341 0.0807 4.2212 0.242
H -4.3085 0.8539 3.7200 0.256
H -6.0608 0.7949 1.9641 0.257
H -5.4622 0.2082 -0.3688 0.256
H -2.8203 0.4849 -2.0111 0.255
H -3.4965 -1.0990 -1.6751 0.242
H -0.8425 -0.3188 -1.8532 0.471
H -0.3337 -2.3358 -2.2036 0.231
H -1.9675 -2.8461 -1.8186 0.239
H -0.1244 -3.9830 -0.4405 0.238
H -1.3908 -3.2354 0.5316 0.217
H 1.3118 -2.1995 0.0920 0.419
Br 7.0714 0.5332 -5.1049 0.131
C 5.6270 0.7424 -3.9209 -0.089
C 4.5146 -0.0769 -4.0473 -0.200
C 3.4451 0.0695 -3.1744 -0.283
C 3.5235 1.0468 -2.2020 0.301
C 4.6216 1.8698 -2.0568 -0.262
C 5.6877 1.7119 -2.9289 -0.204
H 4.4834 -0.8292 -4.8228 0.244
H 2.5702 -0.5575 -3.2649 0.235
H 4.6472 2.6133 -1.2716 0.242
H 6.5623 2.3401 -2.8367 0.250
C 1.3556 3.1297 -2.6891 -0.901
S 1.0479 1.7074 -1.7094 2.401
O 0.4532 0.6880 -2.5479 -0.989
O 0.3600 2.0569 -0.4983 -0.937
O 2.4706 1.2180 -1.2552 -0.719
H 0.3889 3.5070 -3.0164 0.277
H 1.9511 2.8366 -3.5516 0.276
H 1.8719 3.8653 -2.0770 0.273